No. 1
C4H11N2O | wB97M-V/def2-TZVPD

Summary:
Total charge: -1
Relative energy (zero: lowest compared OMol25 entry of this formula, charge and spin) in eV: 2.031
LUMO energy in eV: 4.00
Spin multiplicity: 1
SMILES: C[C@@H](N)CNC[O-]
HOMO in eV: -2.917
Frontier orbital gap in eV: 6.92

```
18
Properties=species:S:1:pos:R:3:forces:R:3
C -0.595661 0.919508 -0.380350 -2.2 -0.6 -1.1
O 2.142510 -0.803265 0.436517 0.0 0.7 -0.6
H 1.621125 -2.473722 -0.690585 0.2 0.8 0.3
H -0.214725 0.941060 -1.465935 -0.9 0.5 1.2
H -2.405912 1.577937 0.854329 0.3 -0.1 -0.1
C -1.139232 -0.612374 -0.206101 4.3 0.3 -1.8
C -1.904845 1.913081 -0.064763 3.1 -0.9 0.3
N -0.114894 -1.706562 0.155945 0.2 2.5 1.3
H 1.351944 0.822921 0.439634 -1.7 0.3 0.4
H -1.765764 -0.544948 0.621939 -2.1 -0.4 0.7
H 0.094162 1.756431 1.325080 0.5 -0.5 -0.2
N 0.435302 1.406438 0.429736 2.0 0.4 0.9
H -2.629926 1.929133 -0.837581 -0.6 0.3 -0.9
H 0.093384 -1.515696 1.188621 -0.3 -0.5 -1.7
H -1.398255 -0.859405 -1.269107 -1.1 0.0 1.3
H 1.103375 -1.012060 -1.430677 0.1 1.1 -0.4
H -1.391913 2.884771 0.141246 -0.9 -0.5 -0.4
C 1.333000 -1.383454 -0.426929 -0.9 -3.4 0.7
```
Forces are in eV/Å.

=====

No. 2
C10H11NO | wB97M-V/def2-TZVPD

Summary:
Relative energy (zero: lowest compared OMol25 entry of this formula, charge and spin) in eV: 7.785
LUMO energy in eV: 0.69
Spin multiplicity: 1
HOMO in eV: -8.835
Frontier orbital gap in eV: 9.53

```
23
Properties=species:S:1:pos:R:3:forces:R:3
C 0.767442 -1.687122 -0.183047 2.6 2.5 1.1
H -3.554479 1.388499 -0.612647 -2.8 0.3 0.5
N 1.074276 1.689839 1.118684 3.9 -0.8 -0.3
C -1.785086 -1.419203 0.539891 -0.4 0.9 1.1
C -2.875684 -0.535575 0.539453 1.4 0.8 -2.5
C -1.691078 1.057328 -0.877465 2.7 -1.4 2.0
C -0.514138 0.223454 -0.468599 -0.2 4.4 -5.3
H 2.143811 -1.138419 2.038283 0.0 1.6 -4.4
C 2.080706 -0.827223 0.687250 1.1 -2.6 0.8
H -1.544289 1.992863 -1.555388 -0.4 -1.9 1.4
H 1.173035 1.043405 -2.004497 -0.7 -1.5 1.4
C 0.982016 0.385254 -1.073273 -3.7 -1.7 -2.2
O 1.233142 -1.074518 -1.345661 -0.5 2.1 -2.4
H 2.709389 1.455285 -0.350580 -1.7 -2.6 1.3
C -0.574543 -1.000706 0.044065 0.4 -1.4 0.7
C 1.769903 0.748556 0.059460 4.1 1.1 3.3
H -3.765123 -0.943279 0.817342 -2.5 -0.8 1.3
H 0.849983 -2.773720 -0.366742 -0.1 0.6 0.9
C -2.899766 0.664455 -0.255276 4.1 -0.8 -0.7
H 3.239273 -1.430228 -0.039525 -3.6 2.1 2.7
H 2.013208 1.975090 1.617822 -2.5 -0.6 -0.5
H 0.936962 2.552338 0.592700 -0.5 0.1 -0.1
H -1.768955 -2.346367 1.077757 -0.7 -0.5 0.1
```
Forces are in eV/Å.

=====

No. 3
C10H16 | wB97M-V/def2-TZVPD

Summary:
Relative energy (zero: lowest compared OMol25 entry of this formula, charge and spin) in eV: 0.620
LUMO energy in eV: 0.98
Spin multiplicity: 1
SMILES: Cc1ccccc1.CCC
HOMO in eV: -9.050
Frontier orbital gap in eV: 10.03

```
26
Properties=species:S:1:pos:R:3:forces:R:3
H 2.556834 0.702697 -1.105319 0.3 -0.1 0.0
H -0.198868 1.803585 2.818213 -0.5 -0.1 1.2
H -0.182022 -0.862288 -2.024622 -0.7 0.4 -0.1
H 0.411993 -3.242372 -0.294759 -0.6 0.0 0.1
H -0.112388 -1.051844 -0.266824 0.2 0.7 0.0
C 0.173715 -2.825739 -1.276706 0.7 0.3 0.1
C 1.663927 0.913059 2.170211 0.3 -0.4 0.2
H 3.381754 0.105020 1.191914 0.1 0.2 0.0
C -0.532068 -1.448006 -1.181479 0.7 -2.0 1.3
C 0.763705 1.565402 -0.364239 0.3 -0.1 0.4
H -2.240292 -2.439983 -0.214714 0.3 0.1 0.4
H -2.166331 1.698278 0.917420 0.0 0.3 0.7
H -1.437552 3.374596 1.084222 -0.5 0.0 0.2
C -1.410613 2.413073 0.580825 -0.1 -0.5 -0.4
C 2.460026 0.659777 1.060424 -0.2 -0.9 -0.3
H 0.477092 1.913984 -1.343144 -0.4 -0.2 -0.2
C 0.431730 1.515416 2.026843 0.3 -0.1 -1.5
H -2.532510 -0.720653 -0.679114 0.1 0.0 0.5
C 1.989431 0.927105 -0.214455 0.0 0.7 0.1
H 2.007073 0.514477 3.117695 0.0 0.4 0.2
C -2.011150 -1.649470 -0.923405 -0.9 0.6 -1.7
H -2.528128 -1.947002 -1.848853 0.2 -0.2 0.0
C -0.036247 1.811415 0.746356 -0.1 0.4 -0.6
H -0.372567 -3.571910 -1.850469 0.0 0.0 -0.2
H 1.184985 -2.692407 -1.674418 -0.2 -0.1 -0.5
H -1.741540 2.533779 -0.451602 0.6 0.3 -0.2
```
Forces are in eV/Å.

=====

No. 4
C18H18MoS2 | wB97M-V/def2-TZVPD

Summary:
LUMO energy in eV: -0.34
Spin multiplicity: 1
HOMO in eV: -7.809
Frontier orbital gap in eV: 7.47

```
39
Properties=species:S:1:pos:R:3:forces:R:3
H 3.243424 2.592109 -4.686406 0.0 0.0 0.0
H -0.771551 3.886955 -5.385663 0.0 0.0 0.0
S 1.629262 -1.773790 -0.968954 -0.3 0.6 0.1
Mo 0.080274 -0.180130 -0.468156 0.2 2.1 -1.9
H -0.554809 -1.195817 4.877086 0.0 0.0 0.0
C 0.078522 1.080541 -1.790816 0.0 -2.9 2.3
C -0.489892 2.611376 -3.691953 -0.1 -0.1 0.2
H 1.204170 -0.223446 3.438901 0.0 0.0 0.0
H -1.817141 1.352340 0.837768 0.0 -0.1 -0.1
S -1.634692 -1.802236 -0.794919 0.1 0.4 0.1
H -2.936710 -0.949645 4.262627 0.0 0.0 0.0
C 1.775154 1.880102 -3.306632 -0.3 0.0 0.1
C 1.280647 3.323342 -5.160006 0.0 -0.1 0.1
C 0.416948 1.867944 -2.927907 0.5 0.5 -0.6
H 1.615236 3.881219 -6.024642 0.0 0.0 0.0
H -1.536162 2.620833 -3.414131 0.0 0.0 0.0
H 2.566804 -2.457158 1.545330 0.0 0.0 0.0
C 2.197498 2.598692 -4.406926 0.0 0.0 -0.1
H 2.471794 1.306492 -2.709265 0.0 0.0 0.0
H -3.559968 0.225422 2.195044 0.0 0.0 0.0
H -2.029660 -2.593846 2.058921 -0.1 0.0 0.1
C -0.058338 3.325153 -4.795992 0.0 0.1 -0.1
C -0.822265 -0.674852 3.965745 0.1 0.0 0.0
H -2.017401 -3.997942 1.007742 0.0 0.0 0.0
C -1.531415 0.701057 1.660515 0.3 0.2 0.1
C -1.381474 -3.266071 1.507498 0.2 0.1 0.1
C -0.623567 -2.518219 0.443287 -0.3 -0.3 -0.3
C 1.610274 -2.975947 1.530204 -0.1 0.1 0.1
C 0.742502 -2.434135 0.418616 0.3 -0.4 -0.1
C -2.167299 -0.536997 3.622487 -0.2 0.0 -0.1
H 1.848913 1.048926 1.470688 0.0 -0.2 -0.1
C 0.831973 1.162398 1.098818 -0.1 -0.1 0.1
C -0.171697 0.591693 2.005727 -0.3 0.3 0.1
H 0.650255 2.210952 0.874003 0.0 -0.1 -0.2
H 1.137722 -2.848879 2.503345 0.0 0.0 0.0
C -2.515679 0.128500 2.463395 -0.1 -0.1 0.2
H -0.731423 -3.788794 2.207204 0.0 0.0 0.0
C 0.160215 -0.139237 3.160439 0.0 -0.1 0.1
H 1.809557 -4.038905 1.376980 0.0 0.0 0.0
```
Forces are in eV/Å.

=====

No. 5
C22H18N8NaSe | wB97M-V/def2-TZVPD

Summary:
Total charge: +1
LUMO energy in eV: -2.93
Spin multiplicity: 1
HOMO in eV: -11.212
Frontier orbital gap in eV: 8.29

```
50
Properties=species:S:1:pos:R:3:forces:R:3
C -3.911263 -1.026201 -2.216415 0.0 0.0 0.0
C 2.982177 -4.621139 -0.642646 0.1 -0.2 0.1
C 0.627704 4.156003 2.002868 0.0 -0.1 -0.4
C 0.671343 4.716235 -0.429126 0.0 0.1 0.0
C 0.679801 1.729976 2.664898 0.0 0.3 0.2
H -6.517784 0.349570 -0.694647 0.0 0.0 0.0
H 4.595004 -5.792445 -0.143133 0.0 0.0 0.0
C -4.644065 -0.232736 -1.324146 -0.2 0.0 0.0
C 0.636464 3.150651 3.029317 0.0 -0.4 -0.1
N 3.599336 -5.774544 -0.268750 0.0 0.1 0.0
H -1.971537 1.225337 0.137253 0.0 0.0 0.0
H -1.973522 -1.569502 -2.892078 0.0 0.0 0.0
N 0.772654 2.000441 -1.028507 0.1 0.5 0.1
C 0.733602 -0.587145 3.226465 0.0 -0.1 0.0
C 1.638200 -4.603967 -1.034988 0.0 0.0 0.0
H 0.745405 -1.396108 3.943384 0.0 0.0 0.0
H 0.010900 -3.390562 -1.663857 0.0 0.0 0.0
N -1.822785 -0.173462 -1.372255 -0.4 -0.2 -0.1
H 3.156250 -6.658743 -0.439815 0.0 0.0 0.0
N 1.679051 -2.215125 -1.328179 0.2 -0.5 0.0
C 1.053235 -3.401467 -1.360457 0.0 0.0 0.0
C 2.969040 -2.248988 -0.961833 -0.1 0.0 0.0
H -6.517773 -0.813822 -1.953723 0.0 0.0 0.0
Na 0.502949 -0.271597 -1.289543 -0.1 -0.1 -0.4
C 0.670699 3.765801 0.588893 0.0 0.2 0.3
C -2.538703 0.583006 -0.529652 0.1 0.0 0.0
H 0.653860 0.999236 4.677516 0.0 0.0 0.0
N 0.601214 3.572390 4.262689 0.1 0.3 -0.1
H 1.059524 -5.517299 -1.084959 0.0 0.0 0.0
H 0.732182 4.994772 -2.556176 0.0 0.0 0.0
H -4.412948 1.239421 0.249020 0.0 0.0 0.0
C 0.721309 2.415246 0.252275 0.0 -0.4 0.1
H 0.632751 5.767198 -0.171910 0.0 0.0 0.0
C -2.537472 -0.956888 -2.194672 0.0 0.0 0.0
C 3.653411 -3.392453 -0.619708 0.0 0.1 0.0
N 0.584890 5.397657 2.398762 0.1 -0.1 0.3
C 0.716472 1.369709 1.319972 0.0 0.1 -0.4
N -6.000597 -0.273065 -1.286433 0.1 0.0 0.0
C 0.767694 -0.858391 1.861068 0.0 0.1 -0.1
N 0.752524 0.084407 0.927539 0.1 0.2 0.6
C -3.912805 0.595740 -0.463557 0.0 0.0 0.0
C 0.774928 2.923670 -1.982728 0.0 -0.1 0.1
H 4.696352 -3.332369 -0.336479 0.0 0.0 0.0
H 0.809906 -1.883592 1.506803 0.0 0.0 0.0
C 0.684527 0.726007 3.630333 0.0 0.0 0.1
H 3.488357 -1.296233 -0.937130 0.0 0.0 0.0
Se 0.572049 5.356227 4.183748 -0.1 0.0 0.0
H 0.818239 2.563345 -3.004672 0.0 0.0 0.0
H -4.407927 -1.686448 -2.915911 0.0 0.0 0.0
C 0.725178 4.292247 -1.734718 0.0 0.0 -0.1
```
Forces are in eV/Å.

=====

> Among the records above, which one has the highest LUMO energy?

C4H11N2O

=====

> Which value of LUMO energy does entry 2 give?

0.69 eV

=====

> What is the spin multiplicity in the fourth record?

1